# 1
9
Properties=species:S:1:pos:R:3:lowdin_charge:R:1 method="wB97M-V/def2-TZVPD" de_lowest_ev=1.0870 gap_ev=11.3577 multiplicity=1 total_charge=0 e_lumo_ev=0.6
O 0.29252 1.33681 -0.64149 0.08
N -0.83630 -2.96172 0.61158 0.15
N 0.03929 0.26801 1.23764 0.20
C 0.00243 -0.53543 0.04576 -0.28
C 0.23158 0.05463 -1.04866 -0.03
C 0.12360 1.40440 0.60088 -0.23
C -0.49514 -1.92841 0.28604 -0.13
H 0.53204 -0.01268 -2.01485 0.12
H 0.10998 2.37440 0.92311 0.12

***

# 2
65
Properties=species:S:1:pos:R:3:lowdin_charge:R:1 method="wB97M-V/def2-TZVPD" de_lowest_ev=0.0328 gap_ev="6.7142 / 6.7142" multiplicity=1 total_charge=+2 e_lumo_ev="-7.3 / -7.3"
W 0.78825 1.86817 -0.29832 1.41
As -1.26082 0.45450 -1.02944 1.36
S 2.97646 3.14179 -0.99539 0.98
P 0.52977 0.47891 1.92574 1.05
O 1.48985 3.64195 -1.09680 -0.62
O -0.69316 3.18191 0.72518 -0.05
O 1.37289 2.95654 1.41905 -0.15
N 2.71524 1.66271 -0.67614 -0.47
C -2.61320 -1.57621 -2.50791 -0.08
C 2.27326 -0.44857 -2.99407 0.00
C -2.78377 -0.55699 -1.57805 -0.37
C -0.24496 1.95452 2.78734 -0.12
C 0.54199 3.53482 -4.09217 0.00
C 2.69291 -1.63634 -2.44375 0.00
C 4.36566 -0.55069 2.71979 -0.05
C -0.59577 -0.91539 2.15172 -0.37
C 1.15146 2.32821 -3.84526 -0.01
C -0.62489 1.82491 -2.24987 -0.40
C 0.40691 -0.44083 -1.43512 -0.40
C -0.07461 -2.16754 2.48165 -0.09
C -0.63489 3.91973 -3.41889 -0.02
C 1.11559 0.15662 -2.49715 -0.24
C 0.10092 2.87418 1.65930 -0.71
C 4.36112 -0.67612 4.10044 -0.04
C 3.20859 -0.17188 2.05287 -0.09
C 0.85287 -1.66395 -0.88568 -0.07
C -1.21857 3.08376 -2.50557 -0.06
C -4.02368 -0.23073 -1.04272 -0.11
C -0.92297 -3.25629 2.61952 -0.04
C 2.04818 0.07474 2.78082 -0.38
C -2.29020 -3.10340 2.43629 -0.04
C 3.20099 -0.43012 4.82781 -0.04
C 0.57434 1.45561 -2.91191 -0.25
C -3.73313 -2.28730 -2.91033 -0.04
C 2.04167 -0.05891 4.17137 -0.08
C 1.98596 -2.24687 -1.38943 -0.02
C -1.97295 -0.76689 1.97643 -0.13
C -2.81596 -1.85698 2.12049 -0.05
C -4.98330 -1.97210 -2.39253 -0.03
C -5.13203 -0.94806 -1.46662 -0.05
H -3.62875 -3.08582 -3.63209 0.12
H 3.21598 -0.05836 0.97623 0.07
H 0.97585 4.21124 -4.81707 0.13
H 2.05669 2.05364 -4.36963 0.13
H -4.13331 0.56675 -0.31845 0.11
H 0.28713 -2.15068 -0.10226 0.10
H 3.20283 -0.52902 5.90462 0.12
H 2.33102 -3.19070 -0.98946 0.13
H -1.63764 -1.81531 -2.91172 0.11
H -2.12044 3.37832 -1.98456 0.13
H -2.39937 0.20425 1.74932 0.09
H -0.51510 -4.22291 2.88270 0.12
H 0.98909 -2.29186 2.64203 0.11
H -2.94944 -3.95281 2.55422 0.12
H 2.83130 0.00611 -3.80084 0.13
H 5.27241 -0.73933 2.16127 0.12
H -6.11053 -0.70754 -1.07396 0.12
H 1.13641 0.11512 4.74191 0.12
H 3.58164 -2.11699 -2.83125 0.13
H -5.85128 -2.53066 -2.71592 0.12
H -3.88378 -1.73285 1.99936 0.12
H 5.26636 -0.96486 4.61749 0.12
H -1.08012 4.88171 -3.63184 0.13
H -1.31091 1.84708 2.95895 0.10
H 0.29793 2.19405 3.69826 0.11

***

# 3
73
Properties=species:S:1:pos:R:3:lowdin_charge:R:1 method="wB97M-V/def2-TZVPD" gap_ev="7.9001 / 5.3219" multiplicity=5 total_charge=+3 e_lumo_ev="-7.4 / -10.1"
Ir 0.02800 -0.03703 -0.05944 1.42
S -0.63165 2.56511 -0.69864 0.98
S -0.01401 -2.70643 -0.10287 0.87
F 5.45805 -3.31614 3.20424 0.05
O -0.96830 0.99040 2.53015 0.12
O 1.27163 -0.81692 1.63903 -0.22
O 0.71611 1.49278 1.04561 -0.42
N -1.71421 -0.34367 -1.33160 -0.23
N 6.81437 -1.46279 4.96190 -0.07
N 3.15423 1.61388 4.48520 0.02
N 9.51107 -0.54878 5.28501 0.06
C 1.31995 1.05974 3.13380 -0.04
C 7.28522 -0.87826 6.25541 -0.09
C 2.31589 0.21639 -0.44610 -0.09
C 4.87170 -0.04342 4.74665 0.07
C 9.06974 -1.15212 3.98284 -0.07
C -1.53145 3.48943 0.60037 -0.27
C 3.16379 3.30164 6.28190 -0.04
C -0.72292 -3.52988 1.37442 -0.29
C -2.68492 0.79644 -1.32141 -0.24
C 7.91602 -2.12541 4.25019 -0.10
C 2.99996 -0.60764 3.30938 -0.05
C 3.65335 -1.82720 2.98821 0.08
C 1.93399 1.91600 3.95460 0.05
C 1.66916 0.00829 -1.66954 -0.14
C 5.57134 -1.24516 4.45143 -0.12
C 8.39921 0.14791 6.02640 -0.07
C 3.89462 2.59950 5.15220 -0.29
C 4.86075 -2.10475 3.53928 -0.14
C -1.43124 -2.79220 -1.22802 -0.43
C 1.78901 -0.21715 2.63119 -0.26
C 3.63477 0.29839 4.19159 -0.07
C -1.99290 2.07029 -1.76397 -0.43
C -2.40394 -1.64204 -1.05365 -0.25
C 3.53850 4.06321 5.06303 -0.10
C 0.14804 1.37862 2.29113 -0.54
H 9.90349 -1.29090 5.88961 0.20
H 2.54339 1.21904 -0.10936 0.09
H 1.67571 -0.98514 -2.10860 0.07
H 5.38307 0.66768 5.39953 0.10
H -0.66581 -4.62996 1.27803 0.07
H -2.78743 -1.59185 -0.03229 0.13
H -3.53319 0.59160 -1.99523 0.15
H 4.32660 4.76368 5.28458 0.11
H -1.70679 4.52972 0.27338 0.08
H 8.78328 0.53596 6.94952 0.14
H 1.46055 2.88547 4.08984 0.16
H -2.48928 3.01327 0.83800 0.07
H 2.09326 3.08573 6.40543 0.13
H -0.90416 3.50773 1.50077 0.04
H -0.11948 -3.22582 2.23663 0.04
H 4.96432 2.66513 4.87198 0.16
H -1.56081 1.95152 -2.76712 0.10
H -1.35437 -0.40809 -2.29526 0.13
H 7.65341 -1.68784 6.91897 0.15
H -3.25943 -1.78367 -1.73360 0.15
H 8.27068 -2.99697 4.83898 0.15
H 10.25681 0.13030 5.09875 0.19
H -2.71765 2.88705 -1.81615 0.11
H 1.46344 0.86016 -2.31195 0.08
H -1.76502 -3.23138 1.53620 0.06
H -1.01490 -2.79951 -2.24491 0.10
H -1.95472 -3.74387 -1.08745 0.11
H 3.09026 4.18477 4.07037 0.12
H 6.46869 -0.38919 6.80553 0.14
H 8.72007 -0.32991 3.36805 0.14
H 9.90384 -1.64438 3.52113 0.14
H 3.74917 3.58177 7.16949 0.13
H -3.07174 0.88150 -0.30422 0.13
H 8.05151 0.94822 5.38374 0.14
H 2.75419 -0.61206 0.08865 0.08
H 7.57542 -2.48953 3.27159 0.14
H 3.17053 -2.50651 2.28469 0.15

***

# 4
17
Properties=species:S:1:pos:R:3:lowdin_charge:R:1 method="wB97M-V/def2-TZVPD" de_lowest_ev=2.7701 gap_ev=8.2858 multiplicity=1 total_charge=-1 e_lumo_ev=3.7
S -2.09132 0.29384 -0.07266 0.38
O -1.98066 0.90242 -1.42670 -0.41
O -2.72383 -1.04311 -0.05710 -0.42
O -2.71508 1.16296 0.85477 -0.37
C -0.02581 -1.51288 0.49651 -0.18
C 2.02546 0.54093 -0.41178 -0.17
C -0.41785 -0.11174 0.55671 -0.30
C 0.67530 1.16742 -0.46540 -0.13
H 0.20141 1.20027 -1.37630 0.01
H -0.81137 -2.22243 0.90289 0.09
H 2.01442 -0.20350 -1.16336 0.06
H 2.73311 1.28312 -0.64322 0.05
H 0.76402 -1.87028 1.13783 0.06
H 0.01593 -2.08238 -0.45111 0.09
H -0.28051 0.34030 1.49372 0.07
H 0.47541 2.19265 0.14216 0.13
H 2.14138 -0.03758 0.48304 0.05

***

Calculated E_tot, -338.3015, -4556.7190, -2418.9936, -781.7039 Eh (same order as the records).